Molecular formula: C16H19NO2
Method: DFT, ωB97M-V/def2-TZVPD

Geometry as ORCA input:
```
! wB97M-V def2-TZVPD RIJCOSX def2/J DEFGRID3
* xyz 0 1
C 1.0264 0.2560 -1.6873
C -0.3707 0.3912 -1.0731
C -1.4433 -0.2221 -1.9696
N -0.3668 -0.1025 0.2939
C -0.4384 -1.3862 0.7751
C -0.8484 -2.6208 0.0400
C 0.3044 -3.2958 -0.7110
C -0.0561 -4.6908 -1.1513
O -1.0410 -5.3026 -0.8416
O 0.8834 -5.2039 -1.9621
C -0.1113 -1.3616 2.1096
C 0.1957 -0.0389 2.4564
C 0.0252 0.7212 1.3253
C 0.1782 2.1723 1.2267
C 1.3767 2.7640 1.6197
C 1.5331 4.1368 1.5747
C 0.4944 4.9417 1.1379
C -0.7084 4.3664 0.7629
C -0.8693 2.9942 0.8115
H 1.3345 -0.7841 -1.7427
H 1.0321 0.6762 -2.6898
H 1.7503 0.7955 -1.0804
H -0.5842 1.4626 -0.9967
H -1.5843 0.4190 -2.8372
H -2.3907 -0.2901 -1.4403
H -1.1587 -1.2066 -2.3282
H -1.6738 -2.4346 -0.6443
H -1.2096 -3.3325 0.7857
H 1.1794 -3.3728 -0.0602
H 0.6068 -2.7377 -1.5982
H 0.6472 -6.1079 -2.2234
H -0.1069 -2.2106 2.7652
H 0.4726 0.3294 3.4246
H 2.1865 2.1336 1.9575
H 2.4694 4.5814 1.8797
H 0.6175 6.0140 1.0994
H -1.5287 4.9913 0.4401
H -1.8230 2.5554 0.5517
*
```

Values from the calculation:
* molar mass: 257.3 g mol⁻¹
* SMILES string: CC(C)n1c(CCC(=O)O)ccc1-c1ccccc1
* energy above the lowest of the compared OMol25 structures with the same formula, charge and spin: 9.2 kJ/mol

Atomic partial charges in e from the Löwdin method, atoms 1 to 6:
1. C -0.02
2. C -0.35
3. C -0.04
4. N 0.03
5. C -0.23
6. C -0.12



Molecular formula: C16H19NO3
Method: DFT, ωB97M-V/def2-TZVPD

Geometry as ORCA input:
```
! wB97M-V def2-TZVPD RIJCOSX def2/J DEFGRID3
* xyz 0 1
C 6.1794 -1.8849 1.8167
C 5.7446 -1.4573 0.4211
C 5.4185 0.0334 0.3641
C 4.9353 0.4521 -1.0262
O 3.7387 -0.1954 -1.4107
C 2.5528 0.1982 -0.8831
C 2.3548 1.2921 -0.0438
C 1.0832 1.5940 0.4036
C -0.0185 0.8375 0.0214
C -1.3527 1.2284 0.5529
O -1.4977 1.7790 1.6272
N -2.3969 0.9549 -0.2702
C -3.7707 1.2146 0.1113
C -4.6082 -0.0137 -0.0126
C -5.4948 -0.4057 -0.9741
C -5.9596 -1.6863 -0.5873
C -5.3157 -1.9777 0.5745
O -4.4975 -0.9752 0.9279
C 0.1843 -0.2650 -0.8068
C 1.4500 -0.5804 -1.2480
H 5.3890 -1.6934 2.5391
H 6.4107 -2.9471 1.8353
H 7.0660 -1.3350 2.1257
H 6.5401 -1.6796 -0.2939
H 4.8609 -2.0242 0.1221
H 6.3064 0.6192 0.6105
H 4.6466 0.2583 1.1028
H 4.8228 1.5415 -1.0883
H 5.6643 0.1386 -1.7792
H 3.1783 1.9148 0.2679
H 0.9249 2.4339 1.0632
H -2.2331 0.5368 -1.1712
H -3.7314 1.5536 1.1510
H -4.1964 2.0053 -0.5164
H -5.7870 0.1501 -1.8417
H -6.6708 -2.2975 -1.1036
H -5.3541 -2.8316 1.2212
H -0.6406 -0.9057 -1.0846
H 1.6204 -1.4352 -1.8838
*
```

Values from the calculation:
* molar mass: 273.3 g mol⁻¹
* SMILES string: CCCCOc1ccc(C(=O)NCc2ccco2)cc1
* energy above the lowest of the compared OMol25 structures with the same formula, charge and spin: 155.6 kJ/mol

Atomic partial charges in e from the Löwdin method, atoms 1 to 6:
1. C -0.11
2. C -0.26
3. C -0.19
4. C -0.20
5. O -0.04
6. C -0.26



Molecular formula: C16H19NO4S
Method: DFT, ωB97M-V/def2-TZVPD

Geometry as ORCA input:
```
! wB97M-V def2-TZVPD RIJCOSX def2/J DEFGRID3
* xyz 0 1
C 2.4728 3.7988 1.1387
O 2.1750 3.4018 2.4566
C 1.4281 2.2789 2.6379
C 1.1551 1.9236 3.9591
C 0.4067 0.8039 4.2624
C -0.0931 -0.0010 3.2379
O -0.8360 -1.1174 3.3900
C -1.1530 -1.5486 4.6946
C 0.1858 0.3620 1.9247
S -0.4700 -0.7155 0.6545
O -1.9010 -0.6367 0.6480
O 0.1571 -2.0004 0.7682
N 0.0598 0.0579 -0.7494
C 1.1338 -0.5743 -1.4845
C 0.6963 -1.8314 -2.2571
C -0.4148 -1.5040 -3.2114
C -1.7387 -1.5418 -2.7854
C -2.7632 -1.1865 -3.6463
C -2.4785 -0.7929 -4.9429
C -1.1636 -0.7539 -5.3755
C -0.1394 -1.1029 -4.5131
C 0.9309 1.4788 1.6127
H 3.0569 3.0373 0.6127
H 3.0659 4.7070 1.2341
H 1.5638 4.0166 0.5699
H 1.5442 2.5494 4.7465
H 0.2169 0.5650 5.2963
H -0.2510 -1.7816 5.2693
H -1.7470 -0.8010 5.2298
H -1.7428 -2.4537 4.5645
H -0.7430 0.2543 -1.3318
H 1.5482 0.1675 -2.1759
H 1.8928 -0.8467 -0.7495
H 0.3654 -2.5703 -1.5270
H 1.5605 -2.2244 -2.7955
H -1.9658 -1.8516 -1.7748
H -3.7863 -1.2200 -3.3024
H -3.2782 -0.5206 -5.6158
H -0.9357 -0.4511 -6.3873
H 0.8860 -1.0706 -4.8547
H 1.0992 1.6961 0.5719
*
```

Values from the calculation:
* molar mass: 321.4 g mol⁻¹
* SMILES string: COc1ccc(OC)c(S(=O)(=O)NCCc2ccccc2)c1
* energy above the lowest of the compared OMol25 structures with the same formula, charge and spin: 193.9 kJ/mol

Atomic partial charges in e from the Löwdin method, atoms 1 to 6:
1. C -0.09
2. O -0.08
3. C -0.27
4. C 0.01
5. C 0.00
6. C -0.28



Molecular formula: C16H19O4
Method: DFT, ωB97M-V/def2-TZVPD

Geometry as ORCA input:
```
! wB97M-V def2-TZVPD RIJCOSX def2/J DEFGRID3
* xyz -1 1
C 4.3222 -1.7923 -0.9066
C 3.6695 -1.2105 -2.0061
C 2.2773 -1.1641 -2.0345
C 1.5286 -1.7041 -0.9778
C 0.0513 -1.5973 -0.9924
O -0.6743 -1.8101 -0.0289
C 2.1817 -2.2986 0.1155
C 3.5721 -2.3357 0.1476
H 5.4144 -1.8206 -0.8681
H 4.2414 -0.7866 -2.8336
H 1.7310 -0.6982 -2.8570
H -0.3655 -1.2879 -1.9780
H 1.5680 -2.7026 0.9240
H 4.0657 -2.7942 1.0082
C -1.6857 -0.2769 4.4220
C -0.5638 0.2061 3.5454
O -1.1286 0.4992 2.2595
C -0.1777 0.7454 1.3294
C -0.8210 1.0963 0.0443
C 0.0039 1.6342 -1.0060
O 1.2254 1.7276 -0.9358
C -0.7046 2.0658 -2.3118
C -2.2241 2.1453 -2.2360
C -2.8277 0.9621 -1.4878
C -2.2721 0.8892 -0.0531
O 1.0155 0.6403 1.5595
H -1.3151 -0.5216 5.4199
H -2.4519 0.4979 4.5245
H -2.1344 -1.1796 3.9942
H -0.1127 1.1253 3.9437
H 0.2165 -0.5563 3.4381
H -0.2795 3.0393 -2.6019
H -0.4057 1.3498 -3.0956
H -2.4946 3.0751 -1.7221
H -2.6256 2.1940 -3.2540
H -3.9202 1.0507 -1.4395
H -2.6003 0.0186 -2.0043
H -2.5344 -0.0885 0.3860
H -2.7650 1.6637 0.5688
*
```

Values from the calculation:
* molar mass: 275.3 g mol⁻¹
* electronic energy: -25091.1816 eV

Atomic partial charges in e from the Löwdin method, atoms 1 to 6:
1. C -0.09
2. C -0.08
3. C -0.03
4. C -0.18
5. C -0.20
6. O 0.04



Molecular formula: C16H20As2BF5O6S2TeV
Method: DFT, ωB97M-V/def2-TZVPD

Geometry as ORCA input:
```
! wB97M-V def2-TZVPD RIJCOSX def2/J DEFGRID3
* xyz 1 1
V 0.2636 -1.1620 0.1503
C -1.2215 1.9231 -0.8851
As 0.5433 1.1571 -0.7855
C 1.5619 2.3165 0.3578
C 1.3533 1.1369 -2.5150
C 2.0586 2.2176 -3.0292
C 2.6069 2.1199 -4.2999
C 2.4476 0.9568 -5.0406
C 1.7399 -0.1198 -4.5215
C 1.1933 -0.0315 -3.2478
As 0.1415 -1.4676 -2.4769
C 0.9782 -3.0648 -3.1498
C -1.5164 -1.2709 -3.4455
H -1.1759 2.7973 -1.5334
H -1.5045 2.2084 0.1270
H -1.9283 1.1900 -1.2667
H 1.4941 3.3286 -0.0417
H 2.5987 1.9914 0.3866
H 1.1153 2.2873 1.3498
H 2.1912 3.1252 -2.4534
H 3.1643 2.9509 -4.7099
H 2.8828 0.8838 -6.0281
H 1.6312 -1.0204 -5.1122
H 0.8651 -3.0594 -4.2334
H 0.4770 -3.9268 -2.7228
H 2.0289 -3.0609 -2.8722
H -1.2561 -1.2652 -4.5042
H -1.9919 -0.3323 -3.1746
H -2.1739 -2.1002 -3.2109
F -2.5781 -2.2389 1.8427
Te -1.8918 -2.8467 0.1971
F -2.2998 -1.0654 -0.6474
F -1.5805 -3.5897 -1.5548
F -1.6428 -4.5450 0.9217
F -3.6409 -3.2391 -0.1901
O -0.5886 -0.2245 1.3127
O 2.9859 -3.6843 1.3443
S 1.9583 -2.8638 0.8434
O 0.9750 -2.2564 1.7880
O 1.1220 -3.3134 -0.2875
S 2.4797 -0.9897 -0.0060
O -1.0715 -0.4119 3.7018
B -0.8210 0.2999 2.5729
O -0.7624 1.6683 2.7593
C -1.0111 1.8132 4.1265
C -1.0733 2.9681 4.8659
C -1.3334 2.8088 6.2259
C -1.5165 1.5502 6.7893
C -1.4503 0.3882 6.0236
C -1.1946 0.5605 4.6854
H -0.9318 3.9422 4.4194
H -1.3944 3.6851 6.8562
H -1.7155 1.4700 7.8489
H -1.5911 -0.5947 6.4497
*
```

Values from the calculation:
* molar mass: 806.7 g mol⁻¹
* energy above the lowest of the compared OMol25 structures with the same formula, charge and spin: 0.0 kJ/mol

Atomic partial charges in e from the Löwdin method, atoms 1 to 6:
1. V 0.30
2. C -0.18
3. As 1.15
4. C -0.20
5. C -0.41
6. C -0.07



Q: Which formula does entry 1 have?
A: C16H19NO2



Q: Look up the molar mass of the fifth one.
A: 806.7 g mol⁻¹



Q: Which of these has the lowest molar mass?
A: C16H19NO2